1.
Formula: H12O6
Source: the OMol25 dataset
Level of theory: ωB97M-V with the def2-TZVPD basis set

XYZ file:
```
18
Properties=species:S:1:pos:R:3:forces:R:3
O -0.415 0.377 -0.838 0.0 -0.2 -0.2
H -0.787 -0.023 -1.631 0.1 0.1 0.0
H 0.178 -0.299 -0.490 0.0 0.1 0.1
O 4.084 0.580 1.313 -1.1 0.7 1.6
H 4.369 0.850 0.433 0.1 0.0 0.9
H 4.426 -0.317 1.406 0.0 0.4 0.0
O -3.050 -4.242 -0.223 0.1 0.2 -0.1
H -3.042 -4.151 -1.183 0.0 -0.1 0.1
H -2.813 -3.365 0.098 0.0 -0.2 0.1
O -2.454 -0.517 1.565 -0.2 -0.2 -0.1
H -2.493 -1.034 0.753 0.1 0.2 0.1
H -3.307 -0.069 1.599 0.1 0.0 0.1
O 5.038 -0.282 -0.538 1.0 -0.7 -2.3
H 4.182 -0.318 -0.980 0.0 -0.2 -0.1
H 5.658 -0.068 -1.244 0.1 -0.2 -0.1
O -3.272 4.541 -0.310 0.0 -0.1 0.1
H -2.752 3.730 -0.342 0.0 0.1 0.0
H -3.548 4.607 0.611 0.0 0.0 -0.1
```
Forces are in eV/Å.

Properties
spin multiplicity = 1
orbital gap = 0.390 Ha
E_LUMO = -0.05 eV

Atom charges from the natural (NBO) analysis, given in e for atoms 1 to 2: O -0.9315; H 0.4610



2.
Formula: CH2N4O5
Source: the OMol25 dataset
Level of theory: ωB97M-V with the def2-TZVPD basis set

XYZ file:
```
12
Properties=species:S:1:pos:R:3:forces:R:3
O -0.058 -2.369 -0.472 -1.7 0.5 -4.7
N 0.331 -2.467 0.601 1.4 0.7 3.7
O 0.607 -3.426 1.228 0.3 -1.2 0.8
O 0.553 -1.283 1.308 0.7 -0.5 1.0
H 0.155 -0.571 0.813 -0.4 0.4 -0.7
N -2.077 -0.632 0.439 2.7 -2.8 6.7
N -2.585 -0.222 -0.404 -2.1 2.8 -6.9
O -2.932 0.210 -1.450 -0.9 0.2 0.1
N 1.922 2.204 -0.583 2.3 -2.4 0.3
C 1.154 3.022 -0.278 -4.1 1.3 -1.8
O 0.107 3.558 -0.327 0.5 1.0 1.5
H 2.823 1.977 -0.876 1.2 0.0 0.0
```
Forces are in eV/Å.

Properties
spin multiplicity = 1
orbital gap = 0.426 Ha
E_LUMO = 0.18 eV

Atom charges from the natural (NBO) analysis, given in e for atoms 1 to 2: O -0.3528; N 0.7518



3.
Formula: ClH2NOS2
Source: the OMol25 dataset
Level of theory: ωB97M-V with the def2-TZVPD basis set

XYZ file:
```
7
Properties=species:S:1:pos:R:3:forces:R:3
O -0.360 1.726 0.375 0.6 2.6 1.3
S -0.580 0.404 -0.021 -3.3 -3.4 -1.6
S -2.393 -0.622 0.957 3.2 1.3 -1.6
N 0.987 -0.274 -0.250 0.9 -1.1 -0.2
Cl 2.104 -0.486 1.065 -0.6 0.7 0.4
H -0.893 0.471 -1.489 0.7 -0.7 2.2
H 1.134 -1.220 -0.637 -1.4 0.7 -0.4
```
Forces are in eV/Å.

Properties
spin multiplicity = 1
orbital gap = 0.296 Ha
E_LUMO = -1.17 eV

Atom charges from the natural (NBO) analysis, given in e for atoms 1 to 2: O -0.8936; S 1.5231